{
  "formula": "C42H104N6O8",
  "method": "ωB97M-V/def2-TZVPD",
  "homo_ev": [-16.2, -16.2],
  "orbital_gap_ev": [5.913, 2.304],
  "total_charge": 5,
  "multiplicity": 2,
  "symbols": ["C", "C", "C", "O", "H", "H", "H", "H", "H", "H", "H", "C", "C", "C", "N", "C", "C", "C", "C", "C", "C", "H", "H", "H", "H", "H", "H", "H", "H", "H", "H", "H", "H", "H", "H", "H", "H", "H", "H", "H", "H", "C", "C", "C", "N", "C", "C", "C", "C", "C", "C", "H", "H", "H", "H", "H", "H", "H", "H", "H", "H", "H", "H", "H", "H", "H", "H", "H", "H", "H", "H", "C", "N", "C", "C", "C", "C", "O", "H", "H", "H", "H", "H", "H", "H", "H", "H", "H", "H", "H", "H", "H", "C", "N", "C", "C", "C", "C", "O", "H", "H", "H", "H", "H", "H", "H", "H", "H", "H", "H", "H", "H", "H", "C", "N", "C", "C", "C", "C", "O", "H", "H", "H", "H", "H", "H", "H", "H", "H", "H", "H", "H", "H", "H", "C", "N", "C", "C", "C", "C", "O", "H", "H", "H", "H", "H", "H", "H", "H", "H", "H", "H", "H", "H", "H", "O", "C", "O", "O", "H"],
  "positions_angstrom": [[6.95206, -14.61936, -10.92382], [5.95086, -15.43778, -10.06583], [4.76826, -14.55482, -9.74473], [5.62564, -16.74519, -10.35530], [7.91544, -15.09242, -11.11412], [7.34144, -13.80159, -10.31742], [6.57388, -14.27034, -11.88468], [6.37388, -15.63795, -9.08141], [3.99564, -14.96857, -9.09667], [4.26347, -14.29896, -10.67629], [5.16259, -13.61470, -9.35899], [0.63370, -13.30266, -7.04651], [2.01813, -12.91063, -6.46072], [2.96981, -14.12029, -6.11905], [4.31732, -13.70607, -5.48350], [3.93853, -13.37414, -3.98679], [5.17090, -13.21844, -3.16054], [6.20366, -14.35734, -3.32396], [6.60816, -14.62133, -4.87209], [5.31699, -14.92759, -5.62293], [5.02238, -12.47618, -6.12350], [0.64191, -14.00477, -7.88022], [0.01059, -12.49827, -7.43739], [0.09974, -13.89219, -6.30123], [1.84507, -12.31445, -5.56477], [2.50747, -12.28793, -7.20964], [3.22332, -14.76860, -6.95783], [2.40821, -14.88030, -5.57585], [3.28595, -14.21081, -3.73730], [3.29009, -12.51124, -3.83504], [4.96659, -13.07897, -2.09898], [5.64967, -12.27261, -3.41406], [5.74570, -15.19403, -2.79639], [7.17198, -14.26883, -2.83140], [7.40039, -15.35873, -5.00140], [7.11065, -13.80168, -5.38569], [4.84195, -15.82282, -5.22170], [5.47526, -15.19493, -6.66772], [5.38379, -12.88486, -7.06715], [5.82779, -12.05804, -5.51970], [4.21718, -11.75221, -6.24851], [4.76867, -20.36423, -13.33659], [6.13291, -19.94794, -13.08059], [6.53143, -18.52877, -13.61658], [8.04916, -18.14929, -13.39173], [8.21134, -16.60483, -13.81471], [9.71033, -16.15940, -13.88721], [10.51102, -17.10927, -14.83133], [10.37570, -18.64975, -14.50927], [8.88883, -19.05380, -14.36075], [8.61139, -18.36078, -11.97314], [4.41337, -21.29456, -12.89350], [4.60214, -20.51568, -14.40310], [4.07508, -19.58813, -13.01304], [6.76354, -20.73886, -13.48662], [6.24366, -19.89839, -11.99736], [6.01194, -17.64885, -13.23712], [6.34495, -18.33824, -14.67347], [7.64805, -16.45955, -14.73651], [7.73910, -16.03395, -13.01522], [9.73153, -15.13553, -14.26051], [10.15613, -16.26433, -12.89808], [10.25866, -16.89713, -15.87028], [11.54705, -16.77294, -14.87167], [10.77877, -19.25311, -15.32265], [10.94698, -18.88194, -13.61049], [8.40698, -18.98857, -15.33628], [8.69133, -20.05520, -13.97828], [9.62694, -17.96769, -12.02050], [8.56828, -19.42789, -11.75513], [8.08643, -17.73814, -11.24870], [6.73341, -20.44009, -6.38479], [6.42443, -19.42303, -7.44824], [4.94083, -18.87241, -7.37499], [7.37808, -18.22386, -7.23545], [6.82765, -19.91925, -8.89566], [6.54334, -21.40007, -9.17107], [5.13326, -21.73334, -9.20088], [6.48477, -19.89585, -5.47371], [7.77595, -20.70026, -6.56789], [6.03424, -21.22989, -6.65948], [4.30819, -19.73948, -7.56485], [4.86043, -18.23506, -8.25556], [4.81704, -18.46106, -6.37320], [7.02742, -17.75455, -6.31627], [7.22519, -17.61864, -8.12900], [8.40228, -18.59390, -7.28207], [7.88296, -19.71494, -9.07639], [6.36655, -19.26292, -9.63370], [7.09849, -22.06509, -8.50953], [6.96153, -21.52577, -10.16978], [4.99973, -22.68351, -9.23157], [3.21561, -15.70366, -13.25060], [1.83631, -15.07605, -13.38380], [1.41905, -14.60613, -11.96716], [1.93724, -13.89872, -14.36413], [0.85948, -16.20322, -13.88859], [-0.49081, -15.71543, -14.39424], [-0.34191, -14.97283, -15.61002], [3.92351, -14.96455, -12.87550], [3.46697, -16.03135, -14.25933], [3.19111, -16.46450, -12.47047], [1.24756, -15.47580, -11.33282], [0.47345, -14.09554, -12.14949], [2.18903, -13.92818, -11.59893], [0.93738, -13.46589, -14.33139], [2.09977, -14.09047, -15.42474], [2.60028, -13.12552, -13.97600], [0.76385, -16.92671, -13.07896], [1.32542, -16.81744, -14.65914], [-0.92029, -15.03846, -13.65574], [-1.16226, -16.55920, -14.55336], [0.36382, -15.43895, -16.06423], [4.87598, -10.42399, -9.78537], [5.81627, -9.24541, -10.16991], [5.28780, -8.55340, -11.47533], [5.69821, -8.18383, -9.05940], [7.23586, -9.77289, -10.25915], [7.54704, -10.75621, -11.40880], [7.65949, -10.16691, -12.68911], [3.91441, -9.97580, -9.53520], [5.35129, -10.96916, -8.96991], [4.76201, -11.11694, -10.61899], [5.99922, -7.81643, -11.84796], [4.37130, -8.08315, -11.11896], [4.91998, -9.30211, -12.17694], [6.47425, -7.47233, -9.34160], [6.03617, -8.62047, -8.11959], [4.67547, -7.88449, -8.83026], [7.48048, -10.18685, -9.28093], [7.85938, -8.87947, -10.22570], [6.94014, -11.65932, -11.34417], [8.55901, -11.06949, -11.15215], [8.48173, -10.40199, -13.12531], [-0.33620, -19.13288, -10.31542], [0.45146, -18.89357, -8.99444], [0.41844, -17.40654, -8.51023], [-0.14005, -19.79781, -7.91150], [1.91689, -19.38097, -9.16756], [2.68505, -18.80166, -10.35937], [2.96084, -17.43987, -10.20048], [-0.04361, -18.42759, -11.09327], [-1.41074, -18.98937, -10.20194], [-0.07357, -20.15024, -10.60539], [0.77461, -16.81828, -9.35592], [1.09776, -17.27702, -7.66771], [-0.58952, -17.11126, -8.21881], [-1.18455, -19.52716, -7.75698], [0.26696, -19.66170, -6.90954], [-0.00168, -20.84318, -8.18744], [1.69314, -20.42594, -9.38219], [2.30380, -19.40015, -8.14873], [2.27073, -19.08777, -11.32611], [3.63984, -19.31656, -10.25286], [3.91141, -17.31606, -10.25242], [8.64712, -14.33796, -7.95477], [9.07806, -13.11221, -7.70865], [8.12015, -12.27987, -7.67652], [10.30107, -12.75898, -7.71743], [7.70663, -14.14687, -7.97865]],
  "forces_ev_per_angstrom": [[0.92, -0.83, 0.48], [-0.24, 0.30, -0.51], [-0.70, 0.56, -0.49], [0.44, 0.48, -0.60], [-0.18, -0.69, -0.05], [-0.57, 0.43, 0.08], [-0.38, 0.05, 0.18], [0.94, -0.05, 0.75], [0.28, -0.18, 0.20], [-0.04, 0.06, -0.16], [-0.14, -0.01, 0.26], [0.22, -1.18, 0.40], [0.16, -0.65, -0.85], [-0.23, 0.76, -1.21], [-0.35, -0.20, 0.79], [0.20, -1.30, -0.18], [2.00, 0.33, 0.26], [0.58, -0.19, -1.44], [-1.18, 0.25, 1.18], [-0.14, 0.27, 0.95], [-1.56, -1.13, -0.24], [0.76, -0.11, -0.36], [0.26, 0.33, 0.63], [-0.39, 0.44, 0.24], [0.09, 0.01, -0.04], [0.12, 0.14, 0.15], [0.21, 0.71, -0.83], [0.38, 0.43, 1.27], [0.40, -0.26, 0.42], [0.19, 0.31, -0.98], [-0.47, -0.23, -0.03], [0.00, 0.16, -0.14], [0.07, -0.72, -0.66], [-0.30, 0.85, 0.36], [-0.47, -0.68, 0.28], [-0.15, 0.65, 0.48], [-0.41, 0.23, 0.47], [-0.19, 0.83, -0.44], [0.27, 0.62, -0.04], [-0.17, -0.47, -0.03], [0.39, 0.13, -0.11], [-2.72, 0.10, -1.28], [2.03, 1.17, 0.67], [1.18, 0.29, 0.19], [0.07, 0.52, -1.00], [0.88, -0.92, 0.98], [-0.63, -2.15, -0.79], [-0.08, 0.02, -0.36], [-0.71, 1.32, 0.38], [-0.10, 0.67, 0.24], [-0.47, 0.64, -1.36], [0.57, -0.02, 0.34], [-0.11, 0.13, -0.14], [-0.32, 0.12, 0.00], [0.49, 0.31, 0.12], [0.46, -0.15, 0.19], [-0.39, -0.42, 1.07], [0.39, -0.82, -0.33], [0.25, -0.24, -0.11], [-0.27, -0.25, -0.05], [0.13, -0.02, 0.24], [-0.07, 0.63, 0.08], [-0.66, -0.28, -0.11], [0.21, -0.38, 0.61], [0.05, 0.08, 0.03], [0.00, -0.12, 0.00], [-0.12, 0.19, 0.05], [0.51, -0.03, -0.09], [-0.02, -0.53, 0.15], [0.14, 0.20, 0.08], [-0.37, -0.17, -0.13], [-1.08, 0.73, -1.62], [0.81, 1.71, -1.57], [2.22, -1.86, -0.81], [-1.40, -0.85, -0.71], [-1.21, -0.62, 0.96], [-0.48, -0.03, -0.56], [0.75, 1.42, 0.38], [0.41, -0.75, 0.35], [-0.12, -0.23, 0.73], [0.29, -0.44, 0.89], [0.04, -0.02, 0.35], [-0.13, 0.55, 0.55], [-0.16, 0.24, -0.34], [0.68, 0.22, -0.07], [0.03, 0.47, 0.33], [-0.10, 0.15, 0.63], [0.19, -0.35, 0.66], [-0.64, 0.03, 0.23], [-0.03, 0.09, 0.11], [0.11, -0.29, -0.17], [0.26, -0.29, -0.01], [-0.67, 0.40, -0.05], [0.90, -1.04, -0.02], [-0.54, 0.05, -1.96], [-1.62, 0.78, 1.06], [0.16, 0.14, 0.30], [0.36, 0.94, -0.27], [0.14, -0.61, 0.97], [-0.11, 0.29, -0.39], [0.35, -0.28, 0.34], [-0.22, -0.38, -0.41], [0.35, 0.06, -0.14], [0.10, 0.21, 0.47], [-0.19, -0.12, 0.01], [0.07, 0.15, -0.16], [0.45, -0.76, 0.40], [0.35, -0.44, 0.09], [-0.12, 0.33, 0.41], [0.54, 0.53, -0.30], [-0.36, -0.04, -0.06], [0.03, -0.16, 0.21], [-0.20, 0.06, -0.88], [0.77, 1.13, -0.60], [-1.75, -0.59, -0.11], [-0.67, -0.74, 1.58], [1.43, -1.36, 0.10], [-0.12, 0.74, 0.01], [1.81, 0.83, 0.72], [-1.38, 0.14, 0.14], [0.06, -0.23, 0.13], [-0.10, 0.28, 0.19], [0.08, 0.28, -0.16], [0.00, -0.39, -0.01], [0.16, 0.44, -0.16], [0.85, -0.03, -0.19], [-0.76, 0.70, 0.18], [0.28, -0.33, -0.09], [0.13, 0.42, -0.92], [-0.25, -0.75, 0.00], [0.20, 0.01, -0.87], [-0.45, 0.08, -0.34], [0.01, -0.36, 0.46], [0.13, -0.03, 0.20], [0.62, 0.30, 0.80], [-0.10, 0.72, 0.65], [0.00, -1.07, -0.92], [-0.59, 0.39, 0.04], [-2.42, -0.54, -0.78], [0.91, -0.80, 1.82], [-0.91, 0.74, -0.28], [0.44, 0.01, 0.25], [0.12, -0.26, 0.53], [-0.36, 0.08, -0.11], [-0.09, 0.02, 0.21], [-0.04, -0.29, -0.08], [-0.01, -0.29, -0.13], [-0.12, -0.26, -0.51], [0.75, 0.37, -0.31], [-0.27, 0.15, -0.17], [0.61, -0.23, -0.21], [0.54, 0.66, -0.36], [-0.30, 0.20, 0.07], [0.12, -0.53, -0.41], [0.54, 0.35, 0.01], [-0.20, -3.75, -0.28], [4.52, 5.69, -0.82], [-1.89, 0.28, 0.36], [-3.09, -2.46, 0.32], [-0.36, -0.04, 0.08]]
}